Entry 1:
Molecular formula: C2H2N2O2
Method: DFT, ωB97M-V/def2-TZVPD

Each line ends with the Löwdin charge.
Element x y z (Å)
O  0.30  2.19  -0.51  0.062
C  0.37  0.95  -0.44  -0.569
N  -0.66  0.24  0.23  0.148
C  -0.17  -1.06  0.30  -0.150
N  1.01  -1.19  -0.22  0.127
O  1.31  0.14  -0.75  0.084
H  -1.35  0.64  0.85  0.161
H  -0.82  -1.90  0.53  0.137

Results
gap between HOMO and LUMO = 10.7 eV



Entry 2:
Molecular formula: C22H16F3N3O4S2
Method: DFT, ωB97M-V/def2-TZVPD

Each line ends with the Löwdin charge.
Element x y z (Å)
C  -2.94  -3.44  0.95  0.033
C  -1.65  -3.70  0.07  -0.381
C  -1.65  -4.95  -0.83  0.014
O  -0.40  -3.62  0.79  0.000
C  0.39  -2.53  0.53  -0.041
C  1.74  -2.39  1.14  -0.175
C  2.06  -3.13  2.26  0.031
C  3.33  -2.98  2.90  -0.047
N  4.10  -1.92  2.58  0.079
C  3.77  -1.28  1.47  -0.735
S  4.88  -0.14  0.68  0.832
N  2.67  -1.52  0.79  0.106
C  -0.26  -1.70  -0.41  -0.053
C  0.28  -0.52  -0.95  -0.083
C  0.63  -0.34  -2.35  0.028
C  0.90  0.98  -2.85  -0.062
C  1.32  1.98  -1.99  -0.013
C  1.21  1.72  -0.60  -0.252
N  1.68  2.64  0.33  -0.021
S  1.12  4.32  0.37  0.753
O  1.16  4.65  1.78  -0.298
O  1.95  5.26  -0.39  -0.285
C  -0.60  4.23  -0.15  -0.143
C  -1.50  3.60  0.74  -0.215
F  -1.14  3.16  1.98  0.068
C  -2.83  3.35  0.40  -0.018
C  -3.37  3.80  -0.77  -0.065
C  -2.47  4.45  -1.62  0.009
C  -1.08  4.70  -1.33  -0.273
F  -0.40  5.36  -2.24  0.118
C  0.69  0.55  -0.06  -0.201
F  0.41  0.46  1.22  0.125
C  -1.52  -2.36  -0.71  -0.298
O  -2.34  -1.94  -1.53  0.092
H  -3.75  -3.56  0.36  0.046
H  -3.04  -4.09  1.82  0.088
H  -2.91  -2.48  1.47  0.098
H  -2.42  -4.96  -1.65  0.112
H  -0.68  -5.09  -1.30  0.089
H  -1.87  -5.85  -0.25  0.084
H  1.40  -3.94  2.46  0.100
H  3.63  -3.61  3.65  0.085
H  5.52  0.24  1.76  -0.152
H  0.49  -1.11  -3.13  0.117
H  0.99  1.27  -3.93  0.121
H  1.66  2.83  -2.37  0.075
H  1.52  2.22  1.24  0.108
H  -3.33  2.76  1.15  0.123
H  -4.44  3.75  -0.87  0.119
H  -2.90  4.90  -2.62  0.154

Results
gap between HOMO and LUMO = 7.5 eV



Computed electronic energy (Eh) in order:
-337.36483, -2409.01851
Computed HOMO (Ha) in order:
-0.375, -0.316
Computed relative energy (zero: lowest compared OMol25 entry of this formula, charge and spin) (kcal/mol) in order:
37.39, 59.14